The following is a quantum chemistry calculation of C10H6BiCl2GdN2O3S as an isolated structure, from OMol25.

Structure (XYZ):
```
26
Properties=species:S:1:pos:R:3
Bi 0.3426 -1.2206 -6.0168
Gd -0.4088 -0.8790 -0.1243
Cl -0.5660 1.0410 -5.5551
Cl 1.5936 -2.0692 -0.9067
C -0.6035 -2.6246 1.4620
C 0.0355 -0.2139 -8.2029
C 0.8749 -3.2850 -7.7280
O -0.5635 -3.3777 2.3506
O -0.5297 -0.1437 -9.2099
O 1.0683 -4.1114 -8.5030
N 3.0761 0.0180 1.4474
C 1.9627 0.5803 1.9229
N 0.7540 0.0483 1.6063
C -0.2727 0.6243 2.4059
C -1.6345 0.3333 2.2440
C -2.5481 1.1114 2.9604
C -2.1102 2.1723 3.7552
C -0.7442 2.4680 3.8856
C 0.1791 1.6676 3.2200
S 1.9428 1.8647 3.0387
H 3.9629 0.5062 1.5658
H 3.0302 -0.9225 1.0800
H -1.9878 -0.5471 1.6756
H -3.6052 0.8680 2.8816
H -2.8519 2.7827 4.2729
H -0.3964 3.3086 4.4716
```

Molecular weight, g/mol: 671.37
Energy relative to the best compared isomer or geometry (same formula, charge and spin), eV: 0.000
Multiplicity: 8
Expectation value of S²: 16.1139
Highest occupied orbital energy (alpha / beta), eV: -19.41 / -19.08
LUMO level (alpha / beta), hartree: -0.6398 / -0.6398
Largest force on an atom, hartree/bohr: 0.1616
E, eV: -82098.98118
Total charge: +4